The following is a quantum chemistry calculation of a 2-piece molecular cluster, C17H16BF3N3O10S overall in a non-equilibrium geometry, from OMol25.

Results
E_HOMO   -4.13 eV
ΔE to the lowest compared entry with this formula, charge and spin   0.0 kJ/mol
Lowest unoccupied orbital energy   -0.445 eV

Structure (ORCA input):
```
! wB97M-V def2-TZVPD RIJCOSX def2/J DEFGRID3
* xyz -1 1
C 6.590 -1.025 1.970
C 5.695 0.081 2.272
C 5.913 1.395 2.668
C 4.631 1.994 2.784
C 3.680 1.018 2.446
B 2.162 1.272 1.937
O 1.310 0.465 2.799
C 0.033 0.620 2.292
C -0.030 1.610 1.081
C -1.448 1.746 0.609
C 0.950 1.092 -0.036
O 2.200 0.817 0.526
C 0.580 2.965 1.565
O 1.886 2.729 2.063
O 4.337 -0.153 2.160
H 7.616 -0.651 1.878
H 6.578 -1.770 2.782
H 6.304 -1.509 1.024
H 6.884 1.873 2.804
H 4.411 3.027 3.029
H -0.312 -0.377 1.973
H -0.618 1.002 3.098
H -1.526 2.379 -0.290
H -1.819 0.742 0.360
H -2.077 2.158 1.409
H 0.545 0.182 -0.518
H 1.043 1.868 -0.825
H 0.641 3.657 0.702
H -0.056 3.433 2.344
O -4.689 -1.759 -0.035
S -3.636 -2.161 0.862
O -3.698 -3.352 1.673
C -2.122 -2.327 -0.229
F -2.324 -3.334 -1.085
F -1.948 -1.182 -0.948
F -0.993 -2.560 0.482
C -3.234 -0.779 1.965
C -2.310 -0.954 3.022
C -2.450 -0.105 4.132
N -2.020 -0.301 5.441
O -1.293 -1.115 5.977
O -2.674 0.698 6.217
N -3.427 1.525 5.423
C -3.294 1.018 4.157
C -4.044 1.317 2.965
N -4.869 2.509 2.829
O -4.796 3.428 3.662
O -5.628 2.557 1.826
C -4.017 0.387 1.907
H -1.648 -1.810 3.065
H -4.604 0.610 1.027
*
```

The following is a quantum chemistry calculation of C17H23CdN4OPSSbSe4 as an isolated structure in a non-equilibrium geometry, from OMol25.

Results
E_HOMO   -3.83 eV
ΔE to the lowest compared entry with this formula, charge and spin   0.0 kJ/mol
Lowest unoccupied orbital energy   2.132 eV

Structure (ORCA input):
```
! wB97M-V def2-TZVPD RIJCOSX def2/J DEFGRID3
* xyz -1 1
Cd 1.207 0.109 0.587
Se 2.396 3.742 4.003
Sb 2.483 1.390 3.376
Se 0.184 0.459 3.018
Se 3.381 1.457 1.044
Se 3.514 -0.312 4.694
C 0.069 -0.879 -3.695
C -0.021 0.375 -4.343
C 0.092 1.534 -3.604
C 0.309 1.442 -2.234
N 0.397 0.254 -1.632
C 0.329 -0.870 -2.347
C 0.352 2.657 -1.401
C 1.144 3.727 -1.806
C 1.321 4.773 -0.917
C 0.675 4.733 0.297
C -0.051 3.621 0.643
N -0.181 2.596 -0.180
H -0.117 -1.774 -4.268
H -0.258 0.435 -5.416
H -0.031 2.517 -4.090
H 0.490 -1.774 -1.795
H 1.630 3.673 -2.784
H 2.014 5.627 -1.131
H 0.832 5.489 1.050
H -0.456 3.528 1.623
C 2.018 -4.695 0.470
P 1.998 -3.051 1.228
C 3.635 -2.556 1.583
C 1.042 -3.229 2.731
O 1.313 -2.103 0.274
H 2.621 -5.389 1.078
H 2.461 -4.609 -0.523
H 0.967 -4.938 0.388
H 4.040 -3.276 2.298
H 3.603 -1.572 2.027
H 4.215 -2.603 0.672
H 1.461 -4.028 3.320
H 0.061 -3.570 2.403
H 1.004 -2.248 3.251
C -5.506 -0.897 -0.673
N -4.327 -0.235 -0.136
C -4.148 0.007 1.236
C -2.971 0.647 1.361
N -2.446 0.749 0.080
C -3.286 0.245 -0.850
S -3.057 0.146 -2.546
H -5.827 -0.492 -1.632
H -6.337 -0.756 0.045
H -5.343 -1.965 -0.801
H -4.833 -0.382 1.999
H -2.457 1.007 2.209
H -1.606 1.262 -0.181
*
```

The following is a quantum chemistry calculation of one molecule with the formula C3H5NO2 in a non-equilibrium geometry, from OMol25.

Results
E_HOMO   -9.78 eV
ΔE to the lowest compared entry with this formula, charge and spin   309.0 kJ/mol
SMILES   C=NOC(C)=O
Lowest unoccupied orbital energy   0.735 eV

Structure (ORCA input):
```
! wB97M-V def2-TZVPD RIJCOSX def2/J DEFGRID3
* xyz 0 1
C -0.467 0.333 -2.435
N -0.633 -0.527 -1.534
O 0.004 0.183 -0.322
C 0.079 -0.603 0.678
C 0.421 0.203 1.950
O -0.146 -1.812 0.739
H -0.730 -0.042 -3.506
H 0.031 1.218 -2.263
H 1.270 -0.176 2.636
H 0.679 1.162 1.552
H -0.508 0.061 2.507
*
```

The following is a quantum chemistry calculation of C25H25Cl3CuFN4O4S2 as an isolated structure, from OMol25.

Results
E_HOMO   -5.93 eV
ΔE to the lowest compared entry with this formula, charge and spin   125.1 kJ/mol
Lowest unoccupied orbital energy   -1.907 eV

Structure (ORCA input):
```
! wB97M-V def2-TZVPD RIJCOSX def2/J DEFGRID3
* xyz 0 1
Cu -0.449 1.015 0.158
Cl 5.855 4.671 0.214
C 4.202 4.113 0.103
C 3.942 2.768 -0.080
C 2.630 2.346 -0.161
Cl 2.327 0.640 -0.388
C 1.497 3.201 -0.074
O 0.285 2.820 -0.156
C 1.858 4.565 0.113
Cl 0.564 5.720 0.251
C 3.157 5.018 0.199
H 4.749 2.053 -0.159
H 3.352 6.072 0.342
C -4.099 -2.289 6.090
C -3.975 -0.813 5.746
N -2.903 -0.546 4.794
C -3.209 -0.467 3.466
C -2.345 -0.273 2.443
C -3.005 -0.186 1.045
O -4.189 -0.531 1.015
O -2.296 0.217 0.088
C -0.941 -0.173 2.754
O -0.010 -0.042 1.962
C -0.608 -0.259 4.202
C 0.728 -0.131 4.571
C 1.083 -0.190 5.890
F 2.381 -0.016 6.246
C 0.135 -0.409 6.889
C -1.193 -0.548 6.528
C -1.588 -0.448 5.187
N 0.468 -0.490 8.275
C 0.024 0.595 9.136
C -0.429 -0.033 10.464
N 0.268 -1.366 10.578
C 1.716 -1.233 10.200
C 1.776 -0.972 8.683
H -4.923 -2.453 6.787
H -3.182 -2.672 6.540
H -4.294 -2.872 5.190
H -3.813 -0.205 6.638
H -4.895 -0.446 5.294
H -4.256 -0.572 3.204
H 1.463 0.041 3.795
H -1.915 -0.762 7.304
H -0.807 1.121 8.675
H 0.822 1.328 9.308
H -1.497 -0.238 10.488
H -0.151 0.555 11.337
H -0.168 -1.981 9.886
H 0.150 -1.769 11.505
H 2.238 -2.141 10.493
H 2.103 -0.400 10.784
H 1.995 -1.892 8.141
H 2.590 -0.268 8.490
S 0.004 -3.054 0.019
C 1.453 -3.080 -0.742
N 2.635 -2.643 -0.254
C 3.736 -2.501 -1.194
C 3.469 -3.519 -2.301
S 1.665 -3.675 -2.380
H 2.577 -2.055 0.565
H 4.681 -2.713 -0.694
H 3.774 -1.486 -1.596
H 3.917 -4.485 -2.072
H 3.849 -3.169 -3.258
*
```

The following is a quantum chemistry calculation of a 9-piece molecular cluster, C28H36Cl8N6O overall in a non-equilibrium geometry, from OMol25.

Results
E_HOMO   -7.96 eV
ΔE to the lowest compared entry with this formula, charge and spin   0.0 kJ/mol
SMILES   ClC(Cl)(Cl)Cl.ClC(Cl)(Cl)Cl.c1cc[nH]c1.c1cc[nH]c1.c1cc[nH]c1.c1cc[nH]c1.c1cc[nH]c1.c1cc[nH]c1.CCO
Lowest unoccupied orbital energy   0.230 eV

Structure (ORCA input):
```
! wB97M-V def2-TZVPD RIJCOSX def2/J DEFGRID3
* xyz 0 1
Cl -6.989 21.767 -5.695
C -7.312 22.905 -4.380
Cl -6.987 24.567 -4.993
Cl -9.007 22.695 -3.928
Cl -6.258 22.610 -3.002
Cl -11.761 19.603 0.203
C -10.322 20.477 0.682
Cl -10.737 21.837 1.728
Cl -9.157 19.422 1.569
Cl -9.523 21.067 -0.767
C -3.244 17.989 2.984
C -2.432 16.967 2.399
C -1.885 16.267 3.440
N -2.355 16.751 4.616
C -3.258 17.764 4.338
H -3.795 18.716 2.407
H -2.167 16.790 1.371
H -1.059 15.571 3.420
H -2.035 16.555 5.543
H -3.674 18.333 5.154
C -7.927 19.732 4.758
C -6.749 19.432 4.038
C -6.100 20.642 3.838
N -6.773 21.593 4.568
C -7.897 21.050 5.117
H -8.660 19.025 5.115
H -6.554 18.463 3.606
H -5.192 20.933 3.340
H -6.447 22.543 4.572
H -8.615 21.615 5.686
C -4.239 18.803 -3.029
C -2.899 18.392 -2.809
C -2.952 17.042 -2.578
N -4.231 16.622 -2.785
C -5.047 17.689 -3.089
H -4.531 19.824 -3.228
H -2.125 19.132 -2.692
H -2.205 16.326 -2.277
H -4.535 15.679 -2.621
H -6.117 17.603 -3.143
C -2.331 23.842 1.111
C -3.086 22.874 0.420
C -3.584 23.415 -0.740
N -3.208 24.747 -0.735
C -2.435 24.983 0.361
H -1.840 23.748 2.064
H -3.200 21.859 0.766
H -4.191 23.119 -1.582
H -3.554 25.482 -1.321
H -1.995 25.952 0.547
C -7.853 24.775 2.845
C -7.007 24.470 1.733
C -5.716 24.591 2.189
N -5.762 24.970 3.501
C -7.061 25.101 3.916
H -8.927 24.735 2.766
H -7.367 24.160 0.767
H -4.758 24.549 1.695
H -4.940 25.029 4.073
H -7.375 25.284 4.929
C -7.449 15.600 -1.111
C -6.769 16.374 -0.140
C -7.073 15.801 1.074
N -7.837 14.698 0.871
C -8.103 14.582 -0.475
H -7.565 15.868 -2.151
H -6.128 17.219 -0.302
H -6.708 16.060 2.057
H -8.010 14.028 1.595
H -8.788 13.797 -0.753
C -6.339 21.192 0.302
C -5.978 19.723 0.065
O -4.585 19.691 -0.134
H -7.404 21.402 0.396
H -5.894 21.843 -0.444
H -5.930 21.557 1.243
H -6.628 19.359 -0.738
H -6.353 19.148 0.918
H -4.384 19.243 -0.972
*
```

The following is a quantum chemistry calculation of a 7-piece molecular cluster, C29H61F5NO12P2 overall in a non-equilibrium geometry, from OMol25.

Results
E_HOMO   -11.51 eV
ΔE to the lowest compared entry with this formula, charge and spin   0.0 kJ/mol
Lowest unoccupied orbital energy   -4.386 eV

Structure (ORCA input):
```
! wB97M-V def2-TZVPD RIJCOSX def2/J DEFGRID3
* xyz 1 1
O -1.829 2.114 0.045
C -0.645 1.972 -0.127
C 0.432 2.434 0.882
N 0.437 1.732 2.250
C -0.966 1.822 2.843
O -1.773 0.754 2.475
O -2.560 0.442 3.612
P 1.393 3.026 3.207
P 1.934 2.296 5.189
O 0.755 2.186 6.029
O 2.798 0.946 5.242
O 2.891 3.463 5.799
C 1.067 0.408 2.226
F 0.934 -0.204 1.052
F 2.405 0.613 2.325
C 0.680 -0.634 3.329
F -0.278 -1.427 2.841
F 1.746 -1.416 3.526
F 0.283 -0.179 4.503
C -0.168 1.426 -1.495
C 0.278 2.416 -2.348
C 0.763 2.032 -3.606
C 0.801 0.721 -3.995
C 0.320 -0.251 -3.138
C -0.154 0.094 -1.882
H 0.304 3.512 1.061
H 1.439 2.338 0.458
H -1.402 2.795 2.575
H -0.873 1.847 3.942
H -2.807 -0.505 3.524
H 2.623 3.199 2.513
H 3.721 1.106 4.989
H 3.324 3.922 5.059
H 0.260 3.467 -2.063
H 1.103 2.831 -4.262
H 1.198 0.424 -4.963
H 0.324 -1.294 -3.445
H -0.495 -0.690 -1.210
C 3.238 1.756 -8.685
C 3.743 1.202 -7.361
C 5.259 1.280 -7.269
O 3.324 -0.156 -7.220
H 3.640 1.179 -9.522
H 2.151 1.685 -8.739
H 3.526 2.801 -8.812
H 3.296 1.760 -6.536
H 5.725 0.688 -8.062
H 5.606 0.871 -6.319
H 5.609 2.310 -7.354
H 3.711 -0.660 -7.944
C -3.058 -4.675 3.414
C -3.780 -3.420 2.956
C -3.795 -3.309 1.439
O -3.139 -2.266 3.516
H -2.015 -4.663 3.085
H -3.049 -4.735 4.503
H -3.537 -5.571 3.020
H -4.803 -3.428 3.332
H -2.775 -3.253 1.046
H -4.309 -2.398 1.126
H -4.295 -4.164 0.986
H -2.235 -2.242 3.195
C -3.934 1.911 -2.380
C -3.426 2.816 -3.488
C -4.512 3.080 -4.520
O -2.296 2.212 -4.121
H -4.240 0.940 -2.780
H -3.149 1.721 -1.655
H -4.786 2.355 -1.862
H -3.083 3.764 -3.067
H -4.835 2.146 -4.986
H -4.136 3.723 -5.317
H -5.381 3.560 -4.066
H -2.593 1.374 -4.494
C -5.773 1.194 1.110
C -6.941 1.133 0.135
C -8.246 0.829 0.855
O -6.691 0.132 -0.850
H -5.643 0.233 1.618
H -4.842 1.405 0.580
H -5.927 1.967 1.865
H -7.027 2.083 -0.394
H -8.194 -0.142 1.355
H -9.072 0.780 0.145
H -8.473 1.592 1.602
H -6.612 -0.715 -0.399
C 3.789 -5.184 4.807
C 4.644 -4.001 5.232
C 4.065 -3.314 6.460
O 4.737 -3.064 4.156
H 2.779 -4.856 4.545
H 4.211 -5.662 3.922
H 3.717 -5.927 5.603
H 5.658 -4.339 5.446
H 3.063 -2.927 6.250
H 4.683 -2.463 6.749
H 4.002 -4.001 7.305
H 3.846 -2.759 3.959
C 5.236 -1.125 -2.295
C 4.156 -0.474 -1.444
C 4.127 -1.088 -0.058
O 2.884 -0.630 -2.084
H 5.039 -2.193 -2.416
H 5.251 -0.687 -3.294
H 6.223 -1.002 -1.846
H 4.342 0.601 -1.373
H 3.900 -2.156 -0.114
H 3.355 -0.632 0.539
H 5.085 -0.963 0.452
H 2.720 -1.578 -2.145
*
```

The following is a quantum chemistry calculation of C41H50AsBN9OW as an isolated structure, from OMol25.

Results
E_HOMO (spin up / spin down)   -13.27 / -13.34 eV
ΔE to the lowest compared entry with this formula, charge and spin   0.0 kJ/mol
Lowest unoccupied orbital energy (spin up / spin down)   -6.981 / -6.948 eV

Structure (ORCA input):
```
! wB97M-V def2-TZVPD RIJCOSX def2/J DEFGRID3
* xyz 2 2
W 1.370 -0.073 0.760
C 4.287 -1.484 2.620
C 3.948 -2.050 1.288
C 4.533 -3.139 0.660
C 3.869 -3.279 -0.545
N 2.938 -2.326 -0.624
N 2.964 -1.563 0.500
B 1.931 -2.083 -1.772
N 1.963 -0.573 -2.152
C 2.074 0.008 -3.342
C 2.014 1.386 -3.183
C 1.840 1.602 -1.832
C 1.678 2.879 -1.100
N 1.799 0.394 -1.205
N 0.523 -2.362 -1.157
C -0.416 -3.241 -1.498
C -1.359 -3.300 -0.491
C -0.943 -2.409 0.480
C -1.590 -2.277 1.815
N 0.205 -1.795 0.066
N 2.286 -2.909 -2.963
C 3.435 -2.760 -3.692
C 3.627 -3.901 -4.414
C 2.545 -4.744 -4.053
C 2.263 -6.129 -4.538
N 1.759 -4.154 -3.176
H 5.113 -2.044 3.051
H 3.438 -1.550 3.303
H 4.592 -0.443 2.542
H 5.345 -3.737 1.036
H 4.006 -3.993 -1.341
H 2.187 -0.591 -4.231
H 2.091 2.135 -3.952
H 1.971 3.710 -1.739
H 2.292 2.904 -0.200
H 0.633 3.027 -0.823
H -0.318 -3.800 -2.412
H -2.233 -3.926 -0.450
H -2.592 -2.697 1.750
H -1.672 -1.258 2.168
H -1.034 -2.852 2.558
H 4.027 -1.860 -3.634
H 4.416 -4.110 -5.115
H 2.757 -6.312 -5.489
H 1.193 -6.282 -4.663
H 2.625 -6.868 -3.823
C -1.094 7.027 -1.526
C -1.293 5.708 -0.840
C -2.340 4.866 -1.182
C -2.577 3.647 -0.552
C -3.867 2.961 -0.949
C -1.668 3.219 0.445
As -1.987 1.645 1.544
N -0.126 0.541 1.723
C 0.159 0.196 3.104
C 0.847 -0.993 3.383
C 1.279 -1.286 4.673
C 0.976 -0.422 5.710
C 0.241 0.734 5.452
C -0.155 1.051 4.165
C -2.955 0.401 0.414
C -4.115 -0.155 0.975
C -4.550 0.042 2.408
C -4.920 -0.966 0.177
C -4.611 -1.246 -1.145
C -5.503 -2.107 -1.990
C -3.437 -0.711 -1.672
C -2.606 0.098 -0.923
C -1.354 0.630 -1.561
C -0.664 4.113 0.871
C 0.249 3.811 2.023
C -0.479 5.320 0.216
H -1.688 7.098 -2.435
H -0.045 7.183 -1.783
H -1.389 7.845 -0.866
H -3.033 5.185 -1.952
H -4.496 3.680 -1.469
H -4.428 2.604 -0.087
H -3.716 2.116 -1.616
H 1.017 -1.745 2.611
H 1.806 -2.211 4.866
H 1.282 -0.661 6.720
H -0.026 1.398 6.263
H -0.724 1.947 3.987
H -4.193 0.965 2.858
H -4.192 -0.783 3.029
H -5.637 0.045 2.471
H -5.827 -1.379 0.604
H -6.364 -2.462 -1.428
H -4.958 -2.974 -2.367
H -5.866 -1.553 -2.857
H -3.165 -0.940 -2.698
H -0.972 -0.072 -2.303
H -0.602 0.769 -0.788
H -1.516 1.593 -2.050
H -0.305 3.527 2.916
H 0.849 4.683 2.277
H 0.925 2.992 1.775
H 0.304 5.988 0.557
C 3.044 1.616 2.830
O 2.664 0.873 1.667
H 3.900 2.230 2.562
H 3.315 0.912 3.616
H 2.209 2.230 3.157
*
```